1.
DFT (the ωB97M-V functional and the def2-TZVPD basis) results for a single C4H3NO2 molecule at a distorted geometry.

Last column: Löwdin charge in e.
Cartesian coordinates (Å):
O -0.40 -0.21 -2.60  0.07
O -0.97 -1.11 -0.01  0.04
N 0.24 1.09 0.50  0.09
C 0.35 0.11 1.36  -0.12
C 0.10 0.56 -1.82  -0.26
C -0.48 0.97 -0.51  0.04
C -0.34 -1.10 1.05  -0.20
H -0.26 -2.02 1.64  0.13
H 0.89 1.31 -1.96  0.13
H 0.92 0.33 2.22  0.09

The value obtained for the HOMO-LUMO gap is 8.203 eV. The value obtained for the largest force on an atom is 2.11 eV/Å. Its total energy is -9777.734 eV. The lowest unoccupied orbital energy comes out at -0.836 eV. For the relative energy (zero: lowest compared OMol25 entry of this formula, charge and spin), the calculation gives 381.3 kJ/mol.

2.
DFT (the ωB97M-V functional and the def2-TZVPD basis) results for a molecular structure, C5H8Br2N2O2 at a distorted geometry.

Last column: Löwdin charge in e.
Cartesian coordinates (Å):
Br 3.15 1.22 -0.12  0.73
Br 2.07 -1.49 -1.33  0.62
O 3.56 -0.78 2.10  0.09
O -0.94 -1.13 1.30  -0.01
N -1.26 -1.13 -0.88  0.17
N 1.42 -1.70 2.31  0.16
C 2.47 -1.09 1.89  -0.47
C 1.80 -0.12 0.08  -1.06
C 0.09 1.38 -1.16  -0.06
C -0.64 -0.66 0.18  -0.55
C 0.43 0.44 0.05  -0.44
H 1.35 -2.33 3.23  0.19
H 0.73 2.21 -0.97  0.04
H 0.49 -1.68 1.82  0.06
H 0.37 0.80 -1.99  0.04
H -0.95 1.59 -1.12  0.07
H 0.33 1.06 0.97  0.15
H -0.82 -0.84 -1.76  0.09
H -1.97 -1.92 -0.79  0.18

The value obtained for the HOMO-LUMO gap is 8.968 eV. The value obtained for the largest force on an atom is 4.64 eV/Å. Its total energy is -152473.773 eV. The lowest unoccupied orbital energy comes out at 0.492 eV. For the relative energy (zero: lowest compared OMol25 entry of this formula, charge and spin), the calculation gives 85.9 kJ/mol.

3.
DFT (the ωB97M-V functional and the def2-TZVPD basis) results for a molecular structure, C28H45CoF9OP2 at a distorted geometry.

Last column: Mulliken spin population.
Cartesian coordinates (Å):
Co -2.04 -1.03 -0.33  1.91
P -1.23 1.45 -1.06  0.11
P 0.05 0.30 2.13  0.17
F 4.40 5.07 0.10  0.00
F 5.70 3.50 1.86  0.00
F 4.93 1.68 -1.74  0.00
F 3.26 4.08 -1.49  0.00
F 4.80 1.56 2.37  0.00
F 6.11 3.27 -0.80  0.00
F 3.64 3.41 2.61  0.00
F 6.04 1.27 0.07  0.00
F 2.35 4.43 0.47  0.00
O 2.97 1.79 0.21  0.05
C 1.02 -2.29 0.13  0.26
C -3.82 -2.93 0.74  0.04
C -0.47 -1.66 -3.19  0.01
C -0.19 -2.36 -0.72  0.56
C -1.77 1.40 -2.82  0.00
C -0.74 -0.69 3.47  0.02
C 3.30 -1.02 0.04  0.07
C 1.31 -3.18 1.29  0.00
C -3.15 -0.50 1.04  -0.06
C -5.21 -0.37 -0.59  -0.01
C 0.17 -1.51 -1.88  0.11
C 0.08 2.77 -1.13  0.00
C 1.93 -1.37 -0.41  0.37
C -3.69 -2.05 -1.64  0.08
C 4.54 2.78 1.81  0.00
C -4.17 -0.78 -1.57  -0.02
C 2.08 0.14 -2.45  0.04
C -0.94 -3.64 -0.84  -0.02
C 5.28 2.22 -0.53  0.00
C -0.22 2.06 2.58  0.03
C -4.25 -3.13 -0.77  0.00
C 1.76 0.23 2.76  0.02
C -2.67 2.35 -0.34  0.01
C 4.00 2.62 0.30  0.00
C -4.64 -0.15 0.88  0.01
C 3.51 4.07 -0.15  0.01
C -2.77 -1.90 0.98  0.01
C 1.36 -0.80 -1.58  0.15
H -1.58 -1.72 -3.12  0.01
H -2.86 3.25 -0.95  0.00
H 0.07 2.14 3.64  0.00
H -0.34 -1.72 3.40  0.00
H -3.54 1.68 -0.37  0.00
H 3.55 -1.49 1.00  0.00
H -2.40 0.51 -2.97  0.00
H -4.74 -2.75 1.32  0.00
H 1.70 0.58 3.81  0.00
H 0.40 3.07 -0.11  0.00
H 2.92 -0.28 -3.01  0.02
H -2.65 0.24 1.70  -0.02
H -0.48 -0.23 4.43  0.00
H 1.92 -4.05 0.98  0.02
H -2.44 2.61 0.71  0.00
H -3.88 -4.11 -1.08  0.00
H 2.39 0.91 2.15  -0.01
H -1.80 -3.49 -1.50  0.01
H 4.04 -1.34 -0.71  0.03
H -0.89 1.33 -3.48  0.00
H -2.35 2.32 -3.01  0.00
H -5.36 -3.22 -0.79  0.00
H -4.83 0.90 1.16  0.00
H -3.18 -2.40 -2.54  0.00
H -1.92 -2.23 1.57  -0.05
H -5.32 -0.70 1.55  0.00
H 0.38 -3.56 1.75  0.00
H -0.33 3.65 -1.66  0.00
H 2.52 0.90 -1.81  0.00
H 1.42 0.62 -3.16  0.01
H 2.17 -0.79 2.74  0.00
H -1.83 -0.71 3.32  0.00
H 3.39 0.09 0.13  -0.01
H -3.47 -3.90 1.13  0.00
H -5.67 0.58 -0.90  0.00
H 1.88 -2.68 2.10  0.01
H -0.19 -0.83 -3.87  0.00
H 0.44 2.66 1.94  0.00
H -6.06 -1.07 -0.51  0.00
H -4.00 -0.06 -2.37  0.01
H -1.30 -4.00 0.15  0.00
H 0.98 2.40 -1.65  0.00
H -0.13 -2.59 -3.68  0.01
H -1.27 2.34 2.42  0.00
H -0.38 -4.49 -1.29  0.03

As for the charge: +1. The expectation value of S² is 6.03. The value obtained for the HOMO-LUMO gap (alpha / beta) is 7.655 / 4.681 eV. The value obtained for the largest force on an atom is 7.21 eV/Å. Its total energy is -112464.654 eV. The lowest unoccupied orbital energy (alpha / beta) comes out at -3.389 / -6.276 eV. The spin multiplicity is 5.

4.
DFT (the ωB97M-V functional and the def2-TZVPD basis) results for a molecular structure, C20H28Cl2IrN2O6 at a distorted geometry.

Last column: Mulliken spin population.
Cartesian coordinates (Å):
Ir -0.44 0.04 0.35  2.26
Cl -2.25 -1.03 2.39  0.11
Cl 0.35 1.51 -1.12  0.28
O -2.10 0.30 1.51  0.03
O -1.82 -1.39 -3.20  0.03
O -2.42 -2.12 1.45  -0.02
O 2.69 1.70 2.35  0.03
O -0.99 -1.17 3.09  -0.02
O -3.36 -0.81 3.24  0.00
N -1.75 -0.77 -1.05  0.06
N 0.66 0.87 1.89  0.07
C 1.97 0.66 1.95  0.16
C 1.02 -1.81 -1.56  0.03
C 1.70 -1.73 -3.99  -0.02
C -4.20 -1.24 -1.21  0.01
C 1.73 2.80 2.58  0.00
C 2.66 -0.59 1.62  -0.03
C 1.29 -1.56 -0.18  0.29
C 1.92 -1.40 -2.54  -0.03
C -1.27 -1.56 -2.01  0.16
C 4.64 0.29 -0.45  -0.02
C 2.46 -0.82 0.17  0.03
C -3.08 -0.26 -1.55  -0.02
C 3.36 -0.41 -0.81  -0.03
C 0.40 2.09 2.75  -0.02
C -0.78 2.93 2.31  0.02
C 3.08 -0.72 -2.15  0.37
C -2.81 -0.30 -3.05  0.00
C 0.21 1.71 4.22  0.01
C -0.21 -2.56 -1.85  -0.01
C -3.46 1.11 -1.05  0.02
H 5.28 -0.32 0.19  0.00
H 1.66 -2.81 -4.16  0.00
H -4.28 -1.36 -0.13  0.00
H -4.03 -2.22 -1.68  0.00
H 3.79 -0.42 -2.91  0.05
H -3.80 1.07 -0.02  0.01
H 0.01 2.63 4.78  0.00
H 0.89 -2.26 0.55  0.13
H -0.44 -3.17 -0.96  0.03
H 4.47 1.25 0.06  0.00
H 2.53 -1.34 -4.59  0.00
H 5.21 0.50 -1.37  0.00
H -5.14 -0.83 -1.61  0.00
H 0.77 -1.30 -4.38  0.00
H 2.09 3.36 3.45  0.00
H -0.76 3.11 1.23  0.00
H 2.16 -1.41 2.15  0.03
H -2.35 0.64 -3.39  0.01
H 3.71 -0.50 1.90  -0.01
H 1.11 1.24 4.63  0.00
H -2.63 1.81 -1.16  0.00
H -4.29 1.46 -1.68  0.00
H -0.70 3.89 2.83  0.00
H -3.67 -0.56 -3.68  0.00
H -0.65 1.03 4.32  0.00
H -1.72 2.46 2.60  0.01
H 1.73 3.45 1.70  0.01
H -0.16 -3.16 -2.76  -0.01

As for the charge: -1. The expectation value of S² is 6.04. The value obtained for the HOMO-LUMO gap (alpha / beta) is 3.396 / 6.506 eV. The value obtained for the largest force on an atom is 4.26 eV/Å. Its total energy is -64334.649 eV. The lowest unoccupied orbital energy (alpha / beta) comes out at 2.833 / 2.772 eV. The spin multiplicity is 5. For the relative energy (zero: lowest compared OMol25 entry of this formula, charge and spin), the calculation gives 0.0 kJ/mol.

5.
DFT (the ωB97M-V functional and the def2-TZVPD basis) results for a single C6H12O molecule.

Last column: Löwdin charge in e.
Cartesian coordinates (Å):
O 0.22 -1.13 1.19  -0.19
C -0.54 -1.24 2.36  -0.12
C 1.43 0.15 -1.65  -0.03
C 0.28 0.37 -0.68  -0.45
C 0.60 0.17 0.80  -0.17
C -1.10 -0.09 -1.05  -0.09
C -0.77 1.37 -1.07  -0.09
H 0.08 0.92 1.41  0.12
H -1.22 -0.39 2.50  0.09
H 1.92 1.09 -1.92  0.08
H 1.09 -0.32 -2.58  0.08
H -1.22 -0.61 -2.00  0.10
H -1.20 2.01 -0.31  0.10
H -1.73 -0.47 -0.26  0.10
H -1.15 -2.15 2.28  0.09
H 2.20 -0.51 -1.22  0.08
H 1.68 0.30 0.97  0.13
H 0.09 -1.34 3.26  0.09
H -0.65 1.85 -2.04  0.10

The value obtained for the HOMO-LUMO gap is 10.624 eV. The value obtained for the largest force on an atom is 0.30 eV/Å. Its total energy is -8462.554 eV. The lowest unoccupied orbital energy comes out at 1.055 eV. For the relative energy (zero: lowest compared OMol25 entry of this formula, charge and spin), the calculation gives 173.7 kJ/mol.

6.
DFT (the ωB97M-V functional and the def2-TZVPD basis) results for a single C3H4N2O molecule at a distorted geometry.

Last column: Löwdin charge in e.
Cartesian coordinates (Å):
O 0.15 -1.32 -0.17  -0.02
N 2.17 -0.07 0.02  0.14
N -1.24 -0.92 -0.19  0.00
C 0.02 1.00 -0.20  -0.01
C 0.90 -0.14 -0.18  -0.43
C -1.22 0.50 -0.06  -0.09
H -2.21 0.96 0.09  0.13
H 0.27 1.98 -0.09  0.08
H -1.64 -1.16 0.80  0.17
H 2.80 -0.84 -0.04  0.03

The value obtained for the HOMO-LUMO gap is 9.668 eV. The value obtained for the largest force on an atom is 3.65 eV/Å. Its total energy is -8200.725 eV. The lowest unoccupied orbital energy comes out at 0.790 eV. For the relative energy (zero: lowest compared OMol25 entry of this formula, charge and spin), the calculation gives 304.9 kJ/mol.